Formula: C4H6O2
Source: the OMol25 dataset
Level of theory: ωB97M-V with the def2-TZVPD basis set

## Properties
Energy above the lowest of the compared OMol25 structures with the same formula, charge and spin = 42.8 kcal per mole
DFT total energy = -8338.6051 eV
Kohn-Sham gap = 0.386 Eh
LUMO energy = 0.72 eV

Cartesian coordinates (Å):
1 O -1.4989 0.7821 0.5112
2 C -0.9547 -0.2694 -0.2297
3 C 0.1791 0.0167 -1.1721
4 C 0.4385 -0.6407 0.1575
5 C 1.1342 0.1469 1.2342
6 O 2.2974 0.4682 1.1659
7 H -1.9510 1.3810 -0.0953
8 H -1.6553 -1.0627 -0.4954
9 H 0.2716 -0.5869 -2.0702
10 H 0.4917 1.0522 -1.2783
11 H 0.7190 -1.6911 0.1507
12 H 0.5284 0.4036 2.1215


Formula: C29H28Br2F3N6O3PtSi
Source: the OMol25 dataset
Level of theory: ωB97M-V with the def2-TZVPD basis set

## Properties
Total charge = +1
Energy above the lowest of the compared OMol25 structures with the same formula, charge and spin = 0.0 kcal per mole
⟨S²⟩ = 6.0854
Multiplicity = 5
DFT total energy = -204967.7309 eV
Kohn-Sham gap (spin up / spin down) = 0.263 / 0.203 Eh
LUMO energy (spin up / spin down) = -3.07 / -5.10 eV

Cartesian coordinates (Å):
1 Pt -0.3074 0.2264 0.4359
2 C -1.1307 1.4269 4.1229
3 C 0.2924 1.2596 3.6992
4 C 1.3472 1.7057 4.5185
5 C 2.6614 1.5641 4.0977
6 C 2.9251 0.9667 2.8834
7 C 1.8383 0.5155 2.1015
8 N 0.5593 0.6807 2.5437
9 N 1.8963 -0.0867 0.9087
10 Si 3.2973 -0.9012 0.2310
11 C 3.9144 -2.0527 1.6055
12 C 4.6397 0.3146 -0.2965
13 C 2.7043 -1.9024 -1.2463
14 H -1.2433 1.1894 5.1804
15 H -1.7769 0.7879 3.5263
16 H -1.4316 2.4672 3.9786
17 H 1.1155 2.1479 5.4780
18 H 3.4737 1.9229 4.7155
19 H 3.9330 0.8716 2.5063
20 H 4.7097 -1.5858 2.1892
21 H 4.3073 -2.9819 1.1895
22 H 3.1037 -2.3073 2.2910
23 H 5.0656 0.8551 0.5496
24 H 4.2466 1.0544 -0.9972
25 H 5.4544 -0.2182 -0.7905
26 H 1.7122 -2.3233 -1.0665
27 H 3.3888 -2.7330 -1.4295
28 H 2.6665 -1.3023 -2.1578
29 Br 0.0915 5.4684 0.1888
30 C 0.1056 4.2818 -1.2571
31 C 0.0769 4.7539 -2.5519
32 C 0.0810 3.8673 -3.6115
33 Br 0.0417 4.5777 -5.3492
34 C 0.1071 2.4532 -3.4130
35 C 0.0763 1.5139 -4.4534
36 C 0.0808 0.1754 -4.1523
37 C 0.1122 -0.2153 -2.8155
38 N 0.1263 0.6505 -1.8199
39 C 0.1211 1.9634 -2.0921
40 C 0.1160 2.8789 -0.9490
41 O 0.1235 2.4742 0.2282
42 H 0.0510 5.8188 -2.7333
43 H 0.0392 1.8475 -5.4808
44 H 0.0533 -0.5736 -4.9310
45 H 0.1422 -1.2639 -2.5496
46 C -5.2209 2.4706 -1.8732
47 N -4.5232 1.6089 -0.9268
48 C -5.1802 0.9251 0.0448
49 C -4.5306 0.1943 0.9733
50 C -3.0962 0.1696 0.9111
51 O -2.3595 -0.3936 1.7473
52 N -2.4718 0.7924 -0.1275
53 C -3.1278 1.5363 -1.0499
54 O -2.5750 2.1476 -1.9620
55 H -6.2925 2.3830 -1.7173
56 H -4.9678 2.1829 -2.8911
57 H -4.9144 3.5058 -1.7280
58 H -6.2593 0.9989 0.0313
59 H -5.0448 -0.3480 1.7503
60 F -0.7278 -6.7962 -0.9068
61 C -0.0233 -6.2596 0.0958
62 F -0.3401 -6.9095 1.2224
63 F 1.2816 -6.4840 -0.1489
64 C -0.2732 -4.7775 0.2286
65 C -0.9440 -4.0745 -0.7572
66 C -1.0711 -2.7032 -0.6040
67 N -0.5624 -2.0533 0.4374
68 C 0.0308 -2.7393 1.4115
69 C 0.2019 -4.1100 1.3484
70 H -1.3609 -4.5794 -1.6165
71 H -1.6113 -2.1079 -1.3304
72 H 0.3714 -2.1614 2.2619
73 H 0.6843 -4.6524 2.1499


Formula: C4H5BrO2
Source: the OMol25 dataset
Level of theory: ωB97M-V with the def2-TZVPD basis set

## Properties
Energy above the lowest of the compared OMol25 structures with the same formula, charge and spin = 45.3 kcal per mole
DFT total energy = -78363.7795 eV
Kohn-Sham gap = 0.381 Eh
LUMO energy = 0.56 eV

Cartesian coordinates (Å):
1 C 0.7311 0.1912 0.1300
2 C -0.9794 0.5817 -2.1218
3 C -0.6637 -0.1343 -0.8649
4 C 0.6574 -0.1958 1.5752
5 O 1.5184 0.8703 -0.4629
6 O -0.4893 -0.7795 -2.0681
7 Br -2.2573 -0.8415 0.1158
8 H -1.9984 0.7367 -2.4069
9 H -0.4199 1.4551 -2.6711
10 H 1.2756 -0.9396 1.8754
11 H -0.4678 -0.4294 1.9252
12 H 0.9248 0.6613 2.1735


Formula: C6H12N2
Source: the OMol25 dataset
Level of theory: ωB97M-V with the def2-TZVPD basis set

## Properties
Energy above the lowest of the compared OMol25 structures with the same formula, charge and spin = 118.0 kcal per mole
DFT total energy = -9391.7315 eV
Kohn-Sham gap = 0.304 Eh
LUMO energy = 0.82 eV

Cartesian coordinates (Å):
1 C 1.5650 -1.2562 0.1395
2 C -0.9270 -0.7740 1.1752
3 C 1.1929 -2.0554 -1.0810
4 N 0.2595 -0.0653 0.7357
5 C 0.3360 0.8532 -0.1688
6 C -0.9743 2.0500 0.5809
7 C -1.9641 2.5120 -0.1576
8 N 1.1920 1.4601 -0.8263
9 H 1.1201 1.6489 -1.8198
10 H -0.7024 2.4396 1.5558
11 H 1.6362 -1.8436 1.0525
12 H 2.4618 -0.6528 0.0193
13 H -1.2412 -0.3796 2.1432
14 H -1.7412 -0.6708 0.4580
15 H -0.7021 -1.8304 1.3184
16 H 1.0869 -1.4099 -1.9528
17 H 1.9638 -2.8015 -1.3028
18 H 0.2587 -2.5983 -0.9297
19 H -2.2069 2.0540 -1.1100
20 H -2.6137 3.3200 0.1704


Formula: C2H8BN3O4
Source: the OMol25 dataset
Level of theory: ωB97M-V with the def2-TZVPD basis set

## Properties
Energy above the lowest of the compared OMol25 structures with the same formula, charge and spin = 0.0 kcal per mole
DFT total energy = -15540.6858 eV
Kohn-Sham gap = 0.349 Eh
LUMO energy = 0.25 eV

Cartesian coordinates (Å):
1 B -1.0717 0.4725 -0.7344
2 C -0.8457 -1.8770 0.3277
3 C 0.8954 -0.1538 0.7057
4 N 0.8962 0.9405 1.6663
5 N -0.3519 -0.4766 0.0818
6 N 1.8063 0.2472 -0.4463
7 O 1.6982 -0.3249 -1.5097
8 O 2.5814 1.1696 -0.2339
9 O -2.3498 0.1856 -1.2936
10 O -0.4490 1.6394 -1.0093
11 H -0.1577 -2.6489 -0.0528
12 H -0.7955 -2.0555 1.3918
13 H -1.8917 -1.9713 -0.0621
14 H 1.1460 -1.1317 1.1905
15 H 1.5707 0.9529 2.3704
16 H 0.7251 1.8810 1.1812
17 H -2.6396 1.0224 -1.8154
18 H -0.7665 2.1288 -1.7580


Formula: C4H10O
Source: the OMol25 dataset
Level of theory: ωB97M-V with the def2-TZVPD basis set

## Properties
Energy above the lowest of the compared OMol25 structures with the same formula, charge and spin = 55.6 kcal per mole
DFT total energy = -6355.3929 eV
Kohn-Sham gap = 0.404 Eh
LUMO energy = 1.10 eV

Cartesian coordinates (Å):
1 C -0.6984 1.5691 1.2656
2 C 0.2479 1.6727 0.3389
3 C 0.0970 -1.2457 -0.5781
4 C 0.4615 -0.7927 -1.9667
5 O 0.9029 -1.6967 0.2028
6 H -0.6159 -1.2199 2.6597
7 H -1.7170 1.9067 1.0894
8 H -0.4917 1.1334 2.2393
9 H 0.0484 2.1068 -0.6385
10 H 1.2609 1.3199 0.5194
11 H -0.9755 -1.1676 -0.3037
12 H -0.1380 0.0675 -2.2791
13 H 1.5273 -0.5558 -2.0076
14 H 0.2588 -1.6138 -2.6654
15 H -0.1682 -1.4840 2.1240